Entry 1:
DFT (ωB97M-V/def2-TZVPD) results for a molecular structure, C47H50GeN2O9P2SeTeTl at a distorted geometry.

2S+1: 2
ΔE to the lowest compared entry with this formula, charge and spin: 75.22 kcal per mole
⟨S²⟩: 1.769
Total charge: -2
Strongest force on any atom: 2.42 eV Å⁻¹
LUMO energy (alpha / beta): 3.781 / 3.206 eV
Frontier orbital gap (alpha / beta): 4.6 / 5.4 eV

Last column: Löwdin spin population.
CARTESIAN COORDINATES (ANGSTROEM)
1 Tl 0.16 -0.35 -0.40  0.2284
2 C -1.15 -2.57 3.81  0.0048
3 C -0.27 -2.37 2.59  0.0420
4 O 0.16 -1.23 2.38  0.0749
5 C -0.14 -3.47 1.69  0.1434
6 C 0.42 -3.37 0.44  0.0298
7 C -0.11 -4.22 -0.69  0.0030
8 N 1.44 -2.54 0.08  0.3402
9 N 2.38 -2.35 1.02  0.1998
10 C 2.98 -1.18 1.06  0.0794
11 O 2.54 -0.09 0.55  0.1497
12 C 4.27 -1.13 1.82  0.0001
13 C 4.93 -2.30 2.23  0.0105
14 C 6.14 -2.22 2.90  -0.0004
15 C 6.72 -0.99 3.17  0.0090
16 C 6.08 0.17 2.76  -0.0009
17 C 4.86 0.09 2.09  0.0076
18 H -0.91 -1.82 4.56  0.0000
19 H -1.05 -3.58 4.22  0.0012
20 H -2.19 -2.43 3.48  0.0013
21 H -0.85 -4.29 1.84  0.0087
22 H 0.07 -5.28 -0.47  -0.0029
23 H 0.40 -3.96 -1.62  0.0006
24 H -1.18 -4.08 -0.83  0.0000
25 H 4.46 -3.25 2.02  0.0019
26 H 6.65 -3.13 3.20  -0.0003
27 H 7.68 -0.93 3.69  0.0006
28 H 6.53 1.14 2.95  -0.0002
29 H 4.38 0.99 1.72  0.0005
30 C 6.10 2.65 0.02  0.0105
31 C 6.12 1.48 -0.73  0.0009
32 C 4.96 1.03 -1.35  0.0153
33 C 3.76 1.74 -1.26  0.0502
34 C 3.76 2.92 -0.50  0.0117
35 C 4.91 3.37 0.13  -0.0004
36 Ge 2.07 1.01 -1.97  0.2394
37 C 2.66 -0.40 -3.22  0.0294
38 C 2.94 -1.69 -2.75  0.0038
39 C 3.34 -2.69 -3.62  -0.0003
40 C 3.45 -2.43 -4.98  0.0035
41 C 3.16 -1.16 -5.47  0.0013
42 C 2.77 -0.15 -4.59  0.0082
43 C 1.45 2.44 -3.19  0.0530
44 C 0.17 2.39 -3.74  0.0085
45 C -0.29 3.40 -4.58  -0.0004
46 C 0.54 4.47 -4.90  0.0064
47 C 1.82 4.53 -4.37  0.0018
48 C 2.27 3.52 -3.52  0.0139
49 H 7.00 3.00 0.51  0.0008
50 H 7.03 0.90 -0.81  -0.0001
51 H 4.98 0.10 -1.92  0.0010
52 H 2.83 3.48 -0.38  0.0005
53 H 4.88 4.29 0.72  -0.0002
54 H 2.83 -1.92 -1.69  -0.0003
55 H 3.55 -3.69 -3.24  -0.0001
56 H 3.74 -3.22 -5.67  0.0003
57 H 3.24 -0.95 -6.53  0.0001
58 H 2.54 0.83 -4.98  0.0010
59 H -0.50 1.58 -3.50  0.0005
60 H -1.30 3.34 -4.98  -0.0002
61 H 0.18 5.26 -5.55  0.0005
62 H 2.47 5.37 -4.61  0.0002
63 H 3.28 3.59 -3.10  0.0015
64 C -2.11 1.96 2.00  -0.0003
65 P -0.33 1.75 1.64  0.0268
66 C 0.42 1.63 3.30  0.0024
67 C 1.82 1.67 3.36  0.0014
68 C 2.48 1.56 4.57  0.0001
69 C 1.76 1.39 5.75  0.0011
70 C 0.38 1.33 5.70  0.0001
71 C -0.29 1.44 4.48  0.0011
72 C 0.11 3.50 1.21  0.0064
73 C 0.17 3.84 -0.14  0.0046
74 C 0.48 5.13 -0.54  0.0008
75 C 0.74 6.11 0.42  0.0008
76 C 0.68 5.78 1.77  0.0010
77 C 0.37 4.49 2.16  0.0019
78 H -2.29 2.78 2.70  0.0000
79 H -2.50 1.02 2.40  0.0001
80 H -2.60 2.14 1.05  -0.0001
81 H 2.37 1.77 2.43  0.0002
82 H 3.57 1.57 4.59  0.0000
83 H 2.28 1.30 6.70  0.0001
84 H -0.19 1.20 6.61  0.0000
85 H -1.37 1.37 4.46  0.0002
86 H -0.06 3.09 -0.88  0.0030
87 H 0.52 5.37 -1.60  0.0001
88 H 0.98 7.12 0.11  0.0001
89 H 0.88 6.54 2.52  0.0001
90 H 0.33 4.25 3.22  0.0002
91 C -3.77 -5.39 0.86  -0.0044
92 C -4.39 -4.01 0.96  -0.0317
93 O -3.35 -3.05 1.01  -0.0005
94 P -3.48 -1.59 0.22  -0.0169
95 O -2.22 -0.93 0.69  0.0568
96 Te -3.70 -2.54 -2.09  -0.6562
97 O -4.85 -1.25 1.00  0.0016
98 C -5.70 -0.10 0.98  0.0002
99 C -6.26 0.07 2.38  0.0001
100 H -4.54 -6.17 0.92  -0.0001
101 H -3.05 -5.55 1.66  -0.0002
102 H -3.25 -5.49 -0.10  -0.0040
103 H -5.00 -3.93 1.87  -0.0010
104 H -5.06 -3.84 0.11  -0.0321
105 H -6.50 -0.27 0.27  -0.0001
106 H -5.15 0.78 0.67  0.0001
107 H -6.71 -0.86 2.73  0.0000
108 H -7.01 0.86 2.40  0.0000
109 H -5.45 0.34 3.08  0.0000
110 O -1.83 -0.84 -2.16  -0.1551
111 Se -2.66 0.61 -1.94  -0.0007
112 O -3.22 1.16 -3.36  0.0023
113 O -1.62 1.66 -1.22  0.0009
114 O -3.93 0.26 -0.91  -0.0063

***

Entry 2:
DFT (ωB97M-V/def2-TZVPD) results for a molecular structure, C47H50N2O3PtS3 at a distorted geometry.

ΔE to the lowest compared entry with this formula, charge and spin: 15.94 kcal per mole
Total charge: +2
Strongest force on any atom: 1.15 eV Å⁻¹
LUMO energy: -6.055 eV
Frontier orbital gap: 6.7 eV

Last column: Löwdin charge in e.
CARTESIAN COORDINATES (ANGSTROEM)
1 Pt -0.04 0.04 -0.20  0.9370
2 C 8.16 -1.75 -0.38  -0.0274
3 C 6.74 -1.27 -0.30  -0.2464
4 C 6.46 0.09 -0.13  -0.0033
5 C 5.16 0.55 -0.03  -0.0426
6 C 4.13 -0.38 -0.12  -0.3527
7 C 4.37 -1.73 -0.26  -0.0736
8 C 5.68 -2.17 -0.36  -0.0185
9 S 2.49 0.35 0.00  0.9279
10 O 2.58 1.42 1.01  -0.4610
11 C 2.38 0.95 -1.71  -0.3227
12 C 2.45 -0.07 -2.70  -0.0903
13 C 2.31 0.25 -4.01  0.0057
14 C 2.07 1.59 -4.41  -0.1445
15 C 1.90 1.92 -5.77  -0.0164
16 C 1.66 3.22 -6.14  -0.0454
17 C 1.58 4.23 -5.16  -0.0374
18 C 1.75 3.93 -3.84  0.0047
19 C 2.02 2.60 -3.43  -0.0928
20 C 2.23 2.26 -2.05  -0.1390
21 C 2.25 3.36 -1.05  -0.1468
22 C 3.35 4.26 -1.08  -0.1073
23 C 4.50 4.01 -1.88  -0.0132
24 C 5.55 4.88 -1.87  -0.0458
25 C 5.51 6.05 -1.08  -0.0464
26 C 4.43 6.32 -0.30  -0.0104
27 C 3.33 5.43 -0.28  -0.1382
28 C 2.18 5.68 0.51  0.0163
29 C 1.16 4.79 0.58  -0.0391
30 C 1.22 3.60 -0.18  -0.2586
31 S -0.19 2.49 0.01  0.9298
32 O -1.25 2.98 -0.90  -0.4319
33 C -0.65 2.89 1.68  -0.3840
34 C 0.27 2.81 2.71  -0.1134
35 C -0.13 3.17 3.99  -0.0225
36 C -1.43 3.60 4.25  -0.2436
37 C -1.86 3.96 5.65  -0.0300
38 C -2.32 3.71 3.19  -0.0053
39 C -1.94 3.37 1.90  -0.0670
40 H 8.83 -0.97 -0.74  0.0872
41 H 8.25 -2.62 -1.03  0.0885
42 H 8.52 -2.05 0.61  0.0944
43 H 7.27 0.80 -0.07  0.1277
44 H 4.95 1.60 0.12  0.1193
45 H 3.57 -2.46 -0.28  0.0938
46 H 5.89 -3.22 -0.48  0.1277
47 H 2.67 -1.09 -2.41  0.0881
48 H 2.39 -0.52 -4.77  0.1278
49 H 1.95 1.14 -6.52  0.1209
50 H 1.53 3.47 -7.19  0.1165
51 H 1.37 5.24 -5.46  0.1171
52 H 1.68 4.72 -3.10  0.1255
53 H 4.54 3.12 -2.49  0.1223
54 H 6.43 4.68 -2.48  0.1139
55 H 6.35 6.74 -1.09  0.1158
56 H 4.39 7.21 0.31  0.1226
57 H 2.13 6.60 1.08  0.1295
58 H 0.30 5.01 1.19  0.1204
59 H 1.29 2.51 2.52  0.0831
60 H 0.59 3.13 4.80  0.1260
61 H -1.00 4.18 6.28  0.0846
62 H -2.41 3.13 6.10  0.0933
63 H -2.52 4.82 5.65  0.0896
64 H -3.32 4.10 3.36  0.1275
65 H -2.61 3.53 1.07  0.1126
66 C -2.34 0.33 -2.03  -0.0361
67 N -2.09 -0.04 -0.60  -0.3658
68 C -2.98 0.78 0.26  -0.0511
69 C -2.49 -1.46 -0.35  -0.1623
70 C -1.50 -2.38 -0.99  -0.1641
71 N -0.15 -2.05 -0.44  -0.3611
72 C 0.02 -2.72 0.89  -0.0632
73 C 0.83 -2.68 -1.36  -0.0590
74 H -3.40 0.19 -2.24  0.1155
75 H -1.73 -0.28 -2.69  0.0874
76 H -2.07 1.38 -2.15  0.0762
77 H -4.01 0.44 0.09  0.1163
78 H -2.89 1.82 -0.02  0.0573
79 H -2.71 0.62 1.30  0.1059
80 H -3.50 -1.62 -0.74  0.1468
81 H -2.52 -1.60 0.73  0.1294
82 H -1.47 -2.23 -2.07  0.1206
83 H -1.73 -3.43 -0.80  0.1469
84 H -0.17 -3.79 0.76  0.1130
85 H -0.65 -2.29 1.63  0.0764
86 H 1.03 -2.56 1.23  0.0685
87 H 0.64 -3.75 -1.39  0.1178
88 H 1.83 -2.51 -0.98  0.0479
89 H 0.73 -2.26 -2.35  0.0948
90 C 0.54 -0.49 5.15  -0.2080
91 S 1.28 -0.04 3.59  0.9242
92 O 0.26 -0.41 2.54  -0.5790
93 C 2.58 -1.25 3.48  -0.3888
94 C 3.87 -0.77 3.31  -0.0822
95 C 4.92 -1.67 3.16  -0.0646
96 C 4.67 -3.03 3.18  -0.0589
97 C 3.37 -3.50 3.34  -0.0552
98 C 2.32 -2.62 3.49  -0.0897
99 H 0.23 -1.53 5.14  0.0602
100 H -0.32 0.17 5.29  0.0544
101 H 1.27 -0.32 5.95  0.0743
102 H 4.05 0.30 3.29  0.1152
103 H 5.93 -1.30 3.04  0.1165
104 H 5.49 -3.73 3.06  0.1159
105 H 3.19 -4.57 3.37  0.1150
106 H 1.31 -2.98 3.63  0.1132

***

Entry 3:
DFT (ωB97M-V/def2-TZVPD) results for a molecular structure, C47H51MoN2O2P2S2Si.

2S+1: 3
ΔE to the lowest compared entry with this formula, charge and spin: 0.00 kcal per mole
⟨S²⟩: 2.016
Total charge: +1
Strongest force on any atom: 0.49 eV Å⁻¹
LUMO energy (alpha / beta): -2.055 / -2.361 eV
Frontier orbital gap (alpha / beta): 7.9 / 8.4 eV

Last column: Löwdin spin population.
CARTESIAN COORDINATES (ANGSTROEM)
1 Mo 0.56 -0.51 -0.26  1.7430
2 S 0.77 1.84 0.64  0.0426
3 P -0.29 0.87 2.08  0.0055
4 C -0.17 -0.75 1.55  -0.0308
5 P -0.71 -2.37 1.52  0.0044
6 S -0.23 -2.93 -0.39  0.0430
7 C -2.46 -2.60 1.89  0.0025
8 C -2.86 -2.39 3.21  0.0005
9 C -4.21 -2.44 3.52  0.0000
10 C -5.15 -2.69 2.53  0.0002
11 C -4.74 -2.91 1.22  0.0000
12 C -3.39 -2.86 0.89  0.0011
13 C 0.17 -3.34 2.76  0.0007
14 C -0.27 -4.63 3.06  0.0003
15 C 0.43 -5.40 3.98  0.0000
16 C 1.56 -4.88 4.60  -0.0001
17 C 1.99 -3.59 4.30  -0.0001
18 C 1.30 -2.82 3.38  -0.0009
19 C 0.41 1.13 3.72  0.0026
20 C 1.64 1.75 3.91  0.0010
21 C 2.18 1.85 5.18  0.0000
22 C 1.50 1.32 6.27  0.0001
23 C 0.27 0.69 6.09  0.0001
24 C -0.27 0.60 4.82  0.0004
25 C -2.00 1.42 2.24  0.0008
26 C -2.30 2.52 3.04  0.0005
27 C -3.62 2.91 3.21  0.0000
28 C -4.64 2.20 2.59  0.0000
29 C -4.34 1.12 1.77  0.0000
30 C -3.02 0.73 1.59  -0.0003
31 H -2.13 -2.21 3.98  0.0000
32 H -4.53 -2.28 4.54  0.0000
33 H -6.20 -2.73 2.78  0.0000
34 H -5.47 -3.12 0.45  0.0000
35 H -3.06 -3.01 -0.12  0.0010
36 H -1.16 -5.03 2.59  0.0001
37 H 0.09 -6.39 4.22  0.0000
38 H 2.10 -5.47 5.32  0.0000
39 H 2.86 -3.19 4.80  0.0000
40 H 1.62 -1.82 3.15  -0.0005
41 H 2.17 2.15 3.05  0.0010
42 H 3.13 2.34 5.33  0.0000
43 H 1.92 1.40 7.26  0.0000
44 H -0.26 0.29 6.94  0.0000
45 H -1.24 0.13 4.68  0.0000
46 H -1.51 3.07 3.54  0.0001
47 H -3.86 3.76 3.83  0.0000
48 H -5.67 2.49 2.73  0.0000
49 H -5.13 0.57 1.28  0.0000
50 H -2.78 -0.10 0.94  -0.0001
51 C 4.74 -0.06 0.86  0.0005
52 N 4.76 -0.69 -0.45  0.0062
53 C 6.09 -0.86 -1.05  0.0007
54 C 6.04 -1.82 -2.21  0.0001
55 C 4.88 -1.46 -3.12  0.0011
56 N 3.64 -1.47 -2.34  0.0072
57 C 2.41 -1.81 -3.04  0.0037
58 C 3.63 -1.02 -1.08  0.0080
59 O 2.53 -0.87 -0.45  0.0447
60 H 5.14 -0.75 1.61  0.0001
61 H 3.73 0.22 1.13  0.0000
62 H 5.36 0.83 0.83  0.0002
63 H 6.76 -1.22 -0.27  0.0003
64 H 6.45 0.12 -1.37  0.0002
65 H 5.91 -2.84 -1.85  0.0000
66 H 6.98 -1.78 -2.76  0.0000
67 H 4.77 -2.18 -3.92  0.0000
68 H 5.03 -0.47 -3.57  0.0005
69 H 2.64 -2.56 -3.79  0.0001
70 H 1.97 -0.94 -3.53  0.0001
71 H 1.69 -2.25 -2.35  0.0028
72 C -3.14 -0.36 -3.41  0.0006
73 C -1.91 0.23 -4.12  -0.0004
74 C -1.06 -0.92 -4.67  0.0004
75 C -2.40 1.11 -5.27  -0.0002
76 Si -0.89 1.16 -2.84  0.0091
77 O -0.57 0.02 -1.67  0.0790
78 C 0.75 1.78 -3.55  0.0005
79 C 0.79 2.48 -4.76  0.0002
80 C 1.99 2.96 -5.28  -0.0001
81 C 3.17 2.77 -4.58  0.0002
82 C 3.16 2.10 -3.37  0.0006
83 C 1.96 1.62 -2.87  0.0052
84 C -1.75 2.63 -2.07  0.0024
85 C -2.91 2.46 -1.31  0.0009
86 C -3.54 3.54 -0.71  -0.0001
87 C -3.02 4.82 -0.86  0.0005
88 C -1.87 5.01 -1.60  0.0000
89 C -1.24 3.93 -2.20  0.0014
90 H -3.69 -1.01 -4.10  0.0000
91 H -3.83 0.42 -3.08  0.0000
92 H -2.86 -0.96 -2.54  0.0004
93 H -1.65 -1.51 -5.38  0.0000
94 H -0.73 -1.59 -3.88  0.0003
95 H -0.18 -0.54 -5.20  0.0000
96 H -3.11 0.55 -5.89  0.0000
97 H -1.59 1.42 -5.93  0.0000
98 H -2.92 2.01 -4.92  0.0000
99 H -0.12 2.66 -5.32  0.0000
100 H 1.99 3.50 -6.22  0.0000
101 H 4.10 3.16 -4.98  0.0000
102 H 4.07 1.98 -2.81  0.0000
103 H 1.97 1.12 -1.91  0.0038
104 H -3.32 1.47 -1.18  0.0000
105 H -4.44 3.39 -0.13  0.0000
106 H -3.52 5.66 -0.39  0.0000
107 H -1.46 6.01 -1.72  0.0000
108 H -0.34 4.10 -2.77  0.0000

***

Entry 4:
DFT (ωB97M-V/def2-TZVPD) results for a molecular structure, C47H52FeN6P2S2Si.

2S+1: 6
ΔE to the lowest compared entry with this formula, charge and spin: 0.00 kcal per mole
⟨S²⟩: 8.783
Total charge: +1
Strongest force on any atom: 0.81 eV Å⁻¹
LUMO energy (alpha / beta): -1.758 / -3.008 eV
Frontier orbital gap (alpha / beta): 7.2 / 6.9 eV

Last column: Löwdin spin population.
CARTESIAN COORDINATES (ANGSTROEM)
1 Fe 0.05 -0.40 -0.85  3.7061
2 C 2.35 -3.72 -4.48  0.0044
3 S 0.56 -3.75 -4.28  0.0160
4 C 0.21 -2.15 -3.61  0.0330
5 S 1.46 -1.23 -2.83  0.0792
6 N -1.04 -1.89 -3.67  0.0092
7 N -1.39 -0.65 -3.06  0.1367
8 C -0.72 0.41 -3.64  0.3714
9 C -0.49 1.60 -2.94  0.0632
10 C -0.15 2.80 -3.62  0.0824
11 C -0.10 3.97 -2.93  0.0231
12 C -0.38 3.96 -1.55  0.1093
13 C -0.60 2.75 -0.94  0.0173
14 N -0.64 1.58 -1.58  0.1512
15 H 2.61 -4.69 -4.89  0.0001
16 H 2.66 -2.95 -5.18  0.0007
17 H 2.86 -3.58 -3.53  0.0012
18 H -0.40 0.32 -4.67  0.0124
19 H 0.01 2.76 -4.69  0.0030
20 H 0.12 4.90 -3.43  -0.0011
21 H -0.37 4.87 -0.96  0.0056
22 H -0.76 2.71 0.13  -0.0002
23 C -0.06 -0.13 2.87  0.0007
24 N 1.00 0.82 2.67  0.0005
25 C 2.21 0.29 2.10  0.0011
26 P 2.26 0.44 0.24  0.0242
27 C 2.80 2.19 0.08  0.0045
28 C 2.01 3.17 0.67  0.0021
29 C 2.40 4.49 0.69  0.0010
30 C 3.59 4.87 0.08  0.0014
31 C 4.38 3.91 -0.53  0.0003
32 C 4.00 2.57 -0.52  0.0020
33 C 3.78 -0.48 -0.20  0.0032
34 C 4.50 -1.24 0.72  0.0018
35 C 5.63 -1.94 0.33  -0.0001
36 C 6.06 -1.90 -0.99  0.0014
37 C 5.35 -1.14 -1.91  -0.0001
38 C 4.22 -0.44 -1.52  0.0015
39 C 1.00 1.99 3.46  0.0000
40 C 2.14 2.45 4.12  0.0002
41 C 2.10 3.63 4.85  0.0000
42 C 0.93 4.36 4.95  0.0001
43 C -0.21 3.90 4.32  0.0000
44 C -0.17 2.73 3.57  0.0001
45 P -1.21 -0.44 1.42  0.0218
46 C -1.91 -2.05 1.94  0.0020
47 C -1.06 -3.10 2.29  0.0016
48 C -1.56 -4.34 2.63  -0.0002
49 C -2.93 -4.56 2.61  0.0021
50 C -3.79 -3.53 2.26  -0.0002
51 C -3.28 -2.28 1.93  0.0020
52 C -2.58 0.71 1.82  0.0057
53 C -3.07 1.59 0.86  0.0000
54 C -4.07 2.50 1.18  0.0001
55 C -4.60 2.53 2.46  -0.0001
56 C -4.13 1.64 3.42  0.0004
57 C -3.13 0.74 3.10  0.0014
58 H -0.68 0.20 3.70  0.0005
59 H 0.36 -1.10 3.15  -0.0001
60 H 2.30 -0.77 2.36  -0.0001
61 H 3.09 0.80 2.48  0.0005
62 H 1.08 2.89 1.16  -0.0001
63 H 1.78 5.23 1.19  0.0000
64 H 3.90 5.91 0.08  0.0001
65 H 5.31 4.19 -1.00  0.0000
66 H 4.65 1.84 -0.96  0.0001
67 H 4.21 -1.29 1.76  0.0002
68 H 6.18 -2.52 1.06  0.0000
69 H 6.94 -2.44 -1.30  0.0001
70 H 5.67 -1.09 -2.94  0.0000
71 H 3.68 0.14 -2.26  0.0001
72 H 3.07 1.90 4.07  0.0001
73 H 3.00 3.97 5.35  0.0000
74 H 0.90 5.27 5.53  0.0000
75 H -1.14 4.45 4.38  0.0000
76 H -1.06 2.40 3.05  0.0000
77 H 0.02 -2.95 2.28  0.0000
78 H -0.89 -5.14 2.90  -0.0001
79 H -3.33 -5.53 2.88  0.0001
80 H -4.86 -3.69 2.25  -0.0001
81 H -3.97 -1.49 1.65  0.0001
82 H -2.68 1.55 -0.15  -0.0002
83 H -4.44 3.18 0.42  0.0001
84 H -5.37 3.24 2.71  0.0000
85 H -4.54 1.66 4.42  0.0001
86 H -2.79 0.05 3.86  0.0001
87 C 1.93 -3.57 -0.13  0.0016
88 C 0.49 -3.61 -0.48  0.0067
89 N -0.32 -2.58 -0.68  0.0442
90 C -1.56 -3.12 -0.95  0.0044
91 C -1.50 -4.47 -0.92  0.0014
92 N -0.19 -4.76 -0.61  0.0022
93 H 2.26 -2.54 -0.10  0.0009
94 H 2.53 -4.08 -0.88  0.0002
95 H 2.11 -4.03 0.84  0.0001
96 H -2.41 -2.50 -1.17  0.0002
97 H -2.23 -5.23 -1.10  0.0003
98 H 0.21 -5.69 -0.55  0.0004
99 C -3.70 1.20 -3.45  0.0046
100 Si -3.22 -0.53 -2.95  0.0173
101 C -3.82 -0.88 -1.22  -0.0005
102 C -3.92 -1.77 -4.13  0.0050
103 H -4.78 1.27 -3.50  -0.0001
104 H -3.31 1.45 -4.43  0.0024
105 H -3.35 1.96 -2.75  -0.0003
106 H -4.48 -1.75 -1.22  0.0000
107 H -4.40 -0.04 -0.83  0.0000
108 H -3.02 -1.07 -0.51  -0.0001
109 H -4.99 -1.60 -4.27  0.0007
110 H -3.78 -2.79 -3.76  0.0001
111 H -3.43 -1.71 -5.10  0.0001